A cluster of 5 separate species, C20H44N3O5S in total, computed with wB97M-V/def2-TZVPD.

## Properties
Charge   +1
Kohn-Sham gap   8.4 eV
Spin multiplicity   1
HOMO energy   -11.06 eV

Structure (XYZ):
```
73
C20H44N3O5S wB97M-V/def2-TZVPD
C -2.8681 0.3748 2.2125
C -2.6978 0.2198 0.6936
C -3.9022 -0.4236 -0.0034
C -3.7091 -0.5071 -1.5054
O -2.9312 -1.7137 -1.7929
N -1.8746 -1.4358 -2.6623
C -0.7501 -1.1328 -1.9682
N -0.2913 -1.9773 -0.9520
N -0.0483 -0.0818 -2.2813
C 1.2991 0.3139 -1.8111
C 2.1143 0.5483 -3.0709
C 1.5839 1.7646 -3.8267
S 1.3490 3.3332 -2.9404
H -3.8324 -0.0152 2.5512
H -2.0989 -0.1645 2.7729
H -2.8117 1.4206 2.5218
H -1.8024 -0.3820 0.4873
H -2.5133 1.1978 0.2309
H -4.0788 -1.4361 0.3809
H -4.8113 0.1525 0.2082
H -4.6395 -0.5646 -2.0783
H -3.1437 0.3629 -1.8669
H -2.1308 -0.8662 -3.4717
H -0.2642 -2.9288 -1.3178
H -0.9415 -1.9949 -0.1697
H -0.4596 0.5408 -2.9755
H 1.1675 1.2329 -1.2336
H 1.6958 -0.4626 -1.1589
H 1.9169 -0.3296 -3.7023
H 3.1935 0.5678 -2.9050
H 0.6523 1.4784 -4.3296
H 2.2578 2.0794 -4.6286
H 0.2004 3.0174 -2.3277
C -2.5328 2.0713 6.5895
C -2.9730 0.6467 6.3540
O -3.8457 0.3703 5.5631
C -2.2661 -0.4157 7.1634
H -3.1077 2.7470 5.9617
H -2.6703 2.3360 7.6395
H -1.4678 2.1772 6.3715
H -2.3994 -0.2232 8.2289
H -1.1908 -0.3845 6.9673
H -2.6614 -1.3973 6.9155
C 1.4814 0.3157 1.6170
C 1.5749 0.5738 3.1087
O 1.3358 1.6617 3.5766
C 1.9908 -0.6016 3.9546
H 1.1782 1.2361 1.1186
H 2.4539 -0.0234 1.2556
H 0.7539 -0.4764 1.4234
H 2.9626 -0.9658 3.6158
H 1.2837 -1.4247 3.8275
H 2.0349 -0.3106 5.0012
C 6.3622 -2.4880 0.7336
C 5.6070 -1.3294 1.3308
O 4.4014 -1.3564 1.4660
C 6.4244 -0.1391 1.7604
H 5.6756 -3.2873 0.4668
H 6.9155 -2.1598 -0.1487
H 7.1002 -2.8584 1.4475
H 6.9796 0.2612 0.9097
H 7.1643 -0.4441 2.5029
H 5.7808 0.6310 2.1782
C -1.9269 -0.9334 -6.9598
C -1.8713 0.2025 -5.9792
O -1.7809 0.0065 -4.7796
C -1.9302 1.5961 -6.5405
H -1.8773 -1.8878 -6.4420
H -2.8488 -0.8757 -7.5413
H -1.1020 -0.8503 -7.6698
H -2.8500 1.7345 -7.1108
H -1.0978 1.7579 -7.2276
H -1.8908 2.3190 -5.7288
```

***

A structure of composition C20H45BeCaClFNNaO12PS at a distorted geometry, computed with wB97M-V/def2-TZVPD.

## Properties
Charge   -1
Kohn-Sham gap   1.4 eV
⟨S²⟩   1.769
Spin multiplicity   2
HOMO energy   -3.29 eV

Structure (XYZ):
```
85
C20H45BeCaClFNNaO12PS wB97M-V/def2-TZVPD
C 1.1741 -2.3172 4.3543
C 0.2050 -1.0466 4.1815
O -1.1229 -1.5335 4.5592
C -1.9814 -0.4004 4.9208
C -3.3983 -1.0406 5.2707
C -4.5072 -0.8837 4.1335
C -5.8818 -1.3712 4.8193
C -4.3166 -1.9072 2.9043
N -4.7460 0.5225 3.7031
O -5.4201 1.0764 4.7091
C -3.4898 1.3039 3.4847
C -3.4731 2.6497 4.3647
C -3.5500 1.8290 1.9536
C -2.1383 0.4925 3.6065
H 1.9166 -2.3624 3.5100
H 1.6830 -2.3043 5.3612
H 0.5010 -3.2311 4.3029
H 0.2649 -0.7803 3.0759
H 0.4857 -0.1865 4.8572
H -1.4590 0.1067 5.7817
H -3.3029 -2.1221 5.6126
H -3.8044 -0.4852 6.1842
H -5.9403 -1.1193 5.9153
H -6.7753 -1.0176 4.2039
H -5.9036 -2.5127 4.7632
H -4.6421 -2.9513 3.1594
H -4.8229 -1.5157 1.9633
H -3.2063 -1.8801 2.6577
H -3.3872 2.4397 5.4659
H -4.3636 3.3079 4.1121
H -2.5727 3.2279 3.9733
H -4.2039 2.7347 1.8314
H -2.4856 1.9693 1.6168
H -3.9774 0.9524 1.3649
H -1.3036 1.2674 3.6326
H -1.9615 -0.0921 2.6486
Be -2.2108 -2.1541 7.4324
O 1.7944 1.1529 0.1747
P 2.3124 0.7807 -1.2210
O 1.3119 1.7785 -2.1044
C 1.6066 3.1652 -2.1326
C 2.8600 3.4664 -2.9383
O 1.4728 -0.6289 -1.3415
C 0.9424 -1.3245 -0.2261
C -0.5148 -0.9436 -0.0116
O 3.1134 0.3591 -2.6613
C 2.8129 -0.8080 -3.4266
C 1.5408 -0.6562 -4.2349
H 1.7054 3.5465 -1.1082
H 0.7492 3.6643 -2.5916
H 3.7488 3.0511 -2.4558
H 3.0019 4.5447 -3.0392
H 2.8040 3.0218 -3.9341
H 1.5426 -1.1636 0.6707
H 1.0109 -2.3883 -0.4548
H -0.6379 0.1420 0.1065
H -0.9198 -1.4377 0.8776
H -1.1177 -1.2297 -0.8754
H 2.8023 -1.7046 -2.7955
H 3.6470 -0.9426 -4.1208
H 0.6682 -0.4899 -3.6032
H 1.3631 -1.5530 -4.8313
H 1.6153 0.2062 -4.9077
O 4.5468 4.2697 -5.3417
H 4.6657 3.4215 -5.7598
Cl 6.7943 4.1170 -5.6781
Ca 3.0995 3.9917 -6.7602
C 6.1847 -1.1081 -5.4642
S 5.4698 -0.2793 -6.8971
O 4.1042 -0.8470 -7.1118
C 6.5672 -1.0362 -8.1145
H 5.6242 -0.8110 -4.5787
H 6.1184 -2.1900 -5.5897
H 7.2265 -0.8042 -5.3514
H 6.4763 -2.1227 -8.0717
H 7.5964 -0.7361 -7.9121
H 6.2768 -0.6862 -9.1051
F 2.7690 -2.9907 -1.0027
O -0.1686 5.8374 -1.5527
H -0.2769 5.5035 -0.6500
Na -8.4879 -1.4581 4.4445
C -2.9576 -3.6126 -1.7159
O -3.6379 -4.2325 -2.5520
O -3.4189 -2.9906 -0.7061
O -1.6901 -3.5092 -1.7344
```

***

A cluster of 10 separate species, C20H45Cl10N5O5 in total at a distorted geometry, computed with wB97M-V/def2-TZVPD.

## Properties
Kohn-Sham gap   9.5 eV
Spin multiplicity   1
HOMO energy   -9.45 eV

Structure (XYZ):
```
85
C20H45Cl10N5O5 wB97M-V/def2-TZVPD
C 2.8934 5.9319 -0.5201
N 1.9264 6.6145 -1.3995
C 1.0344 7.5611 -0.9005
C 0.2754 8.1326 -2.0216
O 0.9954 7.9715 0.2462
H 2.4607 5.7367 0.4612
H 3.7049 6.6531 -0.4228
H 3.2559 5.0928 -1.1137
H 1.8188 6.1245 -2.2761
H -0.7941 8.2212 -1.8308
H 0.3918 7.6046 -2.9680
H 0.5634 9.1627 -2.2314
C 4.9491 2.7692 -6.2475
N 3.7027 2.4549 -6.9560
C 2.5015 3.0256 -6.8700
C 1.4369 2.5280 -7.8149
O 2.2072 4.0253 -6.1413
H 5.5602 3.5350 -6.7251
H 5.4995 1.8286 -6.2279
H 4.8434 3.0804 -5.2082
H 3.6984 1.6113 -7.5113
H 1.7272 1.5789 -8.2655
H 1.1289 3.2814 -8.5399
H 0.5908 2.2842 -7.1723
C 10.9779 -2.8833 -1.3969
N 9.8647 -2.8961 -2.3951
C 8.6261 -3.3362 -2.1432
C 7.5884 -3.1112 -3.3364
O 8.2192 -3.6852 -1.0319
H 11.6558 -2.0458 -1.5618
H 11.5069 -3.8307 -1.4999
H 10.6411 -2.8175 -0.3624
H 9.9225 -2.1183 -3.0368
H 6.9202 -3.9709 -3.3855
H 8.0990 -2.7617 -4.2338
H 6.9719 -2.2293 -3.1626
C -0.0182 -0.0768 -1.4700
N -0.5417 -0.3549 -0.1223
C -1.3621 -1.2705 0.2177
C -1.9935 -1.2116 1.6239
O -1.7617 -2.1257 -0.5461
H 0.6244 -0.9102 -1.7540
H 0.6115 0.8104 -1.4028
H -0.8322 0.1705 -2.1515
H -0.4617 0.4274 0.5114
H -1.3541 -0.6763 2.3258
H -2.0644 -2.2273 2.0130
H -3.0007 -0.7951 1.6138
C -11.7619 3.0647 5.4577
N -10.4792 2.4116 5.2612
C -9.6045 2.7516 4.2935
C -8.2344 2.1362 4.3270
O -9.9481 3.6261 3.5161
H -12.3819 2.9689 4.5663
H -11.6841 4.1511 5.4983
H -12.2846 2.5804 6.2825
H -10.2669 1.7034 5.9492
H -7.9767 1.7913 3.3257
H -8.2398 1.3816 5.1135
H -7.3974 2.8062 4.5240
Cl 5.2342 0.2967 3.2850
C 4.4601 1.1101 4.7095
Cl 2.8709 1.6804 4.2880
H 4.3928 0.3401 5.4781
H 5.0137 1.9960 5.0207
Cl -3.7024 -1.8680 10.9083
C -4.2424 -2.3460 9.3906
Cl -3.2240 -1.5128 8.2109
H -4.2557 -3.4289 9.2674
H -5.2676 -2.0479 9.1710
Cl -7.0817 -7.0994 -1.0053
C -5.5448 -6.0713 -1.0197
Cl -4.1090 -6.8728 -0.3471
H -5.3723 -5.7910 -2.0588
H -5.6731 -5.1996 -0.3781
Cl -1.8166 -9.0712 7.0207
C -1.7920 -8.1213 5.5829
Cl -2.8291 -6.7548 5.8286
H -0.7728 -7.8702 5.2892
H -2.2072 -8.6643 4.7339
Cl -0.3245 -6.8717 -5.9069
C 0.2362 -5.3975 -5.0894
Cl -0.0417 -3.9921 -6.0759
H -0.2205 -5.2428 -4.1119
H 1.3171 -5.4561 -4.9621
```

***

A structure of composition C20H45IrN2OP3S at a distorted geometry, computed with wB97M-V/def2-TZVPD.

## Properties
Charge   +4
Kohn-Sham gap (spin up / spin down)   7.7 / 5.6 eV
⟨S²⟩   8.794
Spin multiplicity   6
HOMO energy (spin up / spin down)   -18.76 / -20.66 eV

Structure (XYZ):
```
73
C20H45IrN2OP3S wB97M-V/def2-TZVPD
Ir -0.6265 0.4405 0.0290
P -1.8770 -1.3530 0.3003
P 0.9204 -0.4238 1.5717
P 1.7276 -2.3094 -1.8010
H -1.2593 3.5967 -0.7543
C -1.4286 2.8791 -1.5932
C -2.4894 2.0104 -1.4700
H -3.1429 2.2689 -0.6079
C -3.4266 -0.7760 1.0230
C -1.5154 -2.8925 1.2478
C -2.2943 -1.9393 -1.3589
C 2.3357 0.7297 1.6972
C 0.2540 -0.4781 3.2990
C 1.8999 -2.0009 1.8134
C 1.3609 -2.5301 -3.5444
C 1.4298 -3.8261 -0.9664
C 3.3491 -1.6357 -1.4799
H -0.9078 3.2470 -2.4872
H -2.9683 1.3946 -2.2568
H -3.6799 0.1959 0.5882
H -3.3060 -0.6878 2.1089
H -4.1941 -1.5203 0.7876
H -1.2674 -2.6850 2.2968
H -0.6930 -3.4710 0.8035
H -2.4126 -3.5317 1.2474
H -2.2914 -1.1289 -2.0965
H -3.2938 -2.3925 -1.3379
H -1.5647 -2.6965 -1.6660
H 2.9945 0.4690 2.5422
H 1.9710 1.7545 1.8343
H 2.9145 0.6671 0.7664
H 0.7425 -1.2780 3.8731
H -0.8260 -0.6766 3.2809
H 0.4667 0.4801 3.7927
H 2.6244 -2.1529 1.0021
H 1.3162 -2.9327 1.9468
H 2.5000 -1.9029 2.7395
H 1.6427 -3.5319 -3.9247
H 1.8932 -1.7358 -4.0981
H 0.2617 -2.3884 -3.6452
H 1.9015 -4.6238 -1.5541
H 0.3441 -4.0018 -0.9193
H 1.8597 -3.8288 0.0406
H 4.0222 -1.9904 -2.2828
H 3.7258 -1.9560 -0.4934
H 3.2505 -0.5336 -1.5000
C 0.5137 0.9080 -3.2294
C 1.2181 2.1001 -2.9408
C 1.9535 2.6941 -3.9587
C 1.9516 2.1713 -5.2500
C 1.0085 1.1609 -5.6066
C 0.2820 0.5500 -4.6103
O -0.0572 0.1947 -2.2934
H 0.8994 -1.2271 -1.4542
H 1.1647 2.5465 -1.9481
H 2.5123 3.5878 -3.7102
H 2.5122 2.6948 -6.0552
H 0.8776 0.8518 -6.6642
H -0.4975 -0.1852 -4.8519
C -2.3487 1.5296 4.6697
N -2.3279 1.8891 3.2564
C -1.2213 2.2743 2.6173
S -1.2706 2.2541 0.8950
N -0.0822 2.7033 3.1884
C 0.0353 3.3510 4.4951
H -1.4511 0.9439 4.9327
H -3.2370 0.9038 4.8184
H -2.4023 2.4569 5.2542
H -3.1419 1.7252 2.6588
H 0.6120 3.0201 2.4944
H 0.9303 3.9773 4.4859
H -0.8172 3.9987 4.7232
H 0.1402 2.6035 5.2896
```

***

A cluster of 7 separate species, C20H45N2O12 in total at a distorted geometry, computed with wB97M-V/def2-TZVPD.

## Properties
Charge   -1
Kohn-Sham gap   1.9 eV
Spin multiplicity   1
HOMO energy   -2.83 eV

Structure (XYZ):
```
79
C20H45N2O12 wB97M-V/def2-TZVPD
O 0.2514 4.2708 0.8531
H -0.1003 3.7854 0.1033
H -0.1732 5.1240 0.9693
H 0.1959 3.7038 1.6258
O 2.3481 4.1013 7.4033
H 2.0287 3.5721 6.6688
H 1.7289 4.1888 8.1317
H 2.5311 4.9989 7.1162
C -3.5590 0.8939 7.2726
C -4.8931 0.8975 7.6962
C -5.9731 1.1232 6.7564
O -7.2637 1.1123 7.0848
C -5.7641 1.3343 5.3935
C -4.4650 1.4306 4.8567
C -3.1831 1.1884 5.8835
O -2.0826 1.3452 5.2839
O -4.2703 1.6972 3.6709
O -5.0514 0.4617 8.8995
H -2.7758 0.6443 7.9731
H -6.6324 1.5206 4.7789
C -3.0730 11.1248 -0.8162
C -2.4716 9.8188 -0.3271
O -1.5541 9.5649 0.6710
H -3.8016 11.0418 -1.6226
H -2.3152 11.8510 -1.1104
H -3.6854 11.5917 -0.0449
H -2.0558 9.3765 -1.2324
H -3.3529 9.1946 -0.1795
O -0.9479 3.0428 -3.5344
H -0.2294 3.0587 -4.1666
H -1.7047 2.7441 -4.0388
C 2.8669 4.3488 -4.9372
O 2.4491 3.0575 -5.1885
C 2.8925 2.7446 -6.5418
C 2.3240 1.3840 -6.8247
N 0.9325 1.4092 -7.2706
C 0.7007 1.9799 -8.5012
C -0.7832 2.3152 -8.8081
O -1.5222 1.0563 -9.0027
C -2.9328 1.1225 -8.8135
H 3.9153 4.5992 -5.0994
H 2.5708 4.6582 -3.9349
H 2.3908 5.1349 -5.5231
H 3.9687 2.9146 -6.5118
H 2.5366 3.5443 -7.1912
H 2.5211 0.6656 -6.0291
H 2.9513 0.9384 -7.5968
H 0.6388 0.4554 -7.4258
H 1.0673 1.3151 -9.2834
H 1.1525 2.9716 -8.4820
H -0.7845 2.8891 -9.7348
H -1.1581 2.8111 -7.9127
H -3.3301 0.1075 -8.8170
H -3.3929 1.5805 -9.6890
H -3.1052 1.6066 -7.8522
C 3.4251 -9.9475 6.2317
O 2.4701 -9.3977 5.3654
C 1.6815 -10.3902 4.6755
C 0.8004 -9.4711 3.7713
N 1.6064 -8.8605 2.6243
C 2.7014 -7.8832 3.0082
C 2.9417 -6.7830 2.0047
O 1.6600 -6.1317 1.7814
C 1.8579 -4.7293 1.6319
H 2.9922 -10.4732 7.0827
H 4.1517 -9.2399 6.6309
H 3.9440 -10.7429 5.6967
H 1.0950 -11.0666 5.2973
H 2.2138 -11.1201 4.0656
H 0.3591 -8.6576 4.3472
H -0.0284 -10.0596 3.3777
H 0.9617 -8.2309 2.1681
H 3.5662 -8.5329 3.1427
H 2.3741 -7.3461 3.8984
H 3.2875 -7.2625 1.0889
H 3.7544 -6.1282 2.3192
H 2.4733 -4.2874 2.4155
H 0.8623 -4.2855 1.6417
H 2.2735 -4.3863 0.6844
```

***

A structure of composition C20H45N2P3SSeTm at a distorted geometry, computed with wB97M-V/def2-TZVPD.

## Properties
Charge   +3
Kohn-Sham gap (spin up / spin down)   3.0 / 3.1 eV
⟨S²⟩   2.003
Spin multiplicity   3
HOMO energy (spin up / spin down)   -14.28 / -14.29 eV

Structure (XYZ):
```
73
C20H45N2P3SSeTm wB97M-V/def2-TZVPD
Tm 0.3662 -0.1828 0.1635
P 1.3682 -0.5505 2.6856
P -2.1111 -1.2462 0.6621
P -0.8731 2.0214 1.4577
H 0.7600 0.9433 -2.2770
C 0.7587 1.5740 -1.3720
C 1.8660 1.5495 -0.5119
H 2.7275 0.8971 -0.7307
C 2.6700 -1.8337 2.6779
C 0.3579 -1.1271 4.0991
C 2.3015 0.8692 3.3515
C -3.1817 -0.9406 -0.7817
C -1.9645 -3.0650 0.6775
C -3.1767 -0.9135 2.1039
C 0.0618 3.5995 1.4019
C -1.4086 2.0751 3.2142
C -2.4043 2.5464 0.5933
H 0.0755 2.4311 -1.4433
H 2.1227 2.3805 0.1548
H 3.3947 -1.6389 1.8746
H 2.2306 -2.8243 2.4936
H 3.1903 -1.8337 3.6444
H -0.1372 -2.0720 3.8321
H -0.4163 -0.3914 4.3524
H 1.0003 -1.2969 4.9753
H 3.0295 1.2002 2.5990
H 2.8367 0.5619 4.2591
H 1.6368 1.7106 3.5813
H -4.1094 -1.5196 -0.6875
H -2.6548 -1.2405 -1.6979
H -3.4201 0.1277 -0.8676
H -2.9662 -3.5110 0.7397
H -1.3727 -3.3757 1.5504
H -1.4559 -3.4057 -0.2346
H -4.0595 -1.5650 2.0524
H -3.4988 0.1349 2.1255
H -2.6187 -1.1311 3.0250
H -0.5649 4.4132 1.7929
H 0.3559 3.8321 0.3736
H 0.9710 3.5237 2.0115
H -1.9552 3.0117 3.4026
H -0.5402 2.0378 3.8834
H -2.0650 1.2306 3.4535
H -2.7121 3.5315 0.9717
H -3.2204 1.8321 0.7502
H -2.2212 2.6226 -0.4859
C -2.3097 2.4394 -4.9912
C -0.9493 2.6499 -4.7082
C -0.2052 3.5605 -5.4595
C -0.8017 4.2557 -6.5187
C -2.1524 4.0374 -6.8206
C -2.9077 3.1341 -6.0666
Se -3.3427 1.2380 -3.9212
H -2.1671 0.8175 -3.0748
H -0.4858 2.0973 -3.8937
H 0.8438 3.7228 -5.2134
H -0.2132 4.9629 -7.1057
H -2.6206 4.5736 -7.6464
H -3.9583 2.9627 -6.2990
C 4.6225 -3.5885 0.0321
N 3.4828 -2.7733 -0.3887
C 2.1812 -3.1358 -0.4129
S 1.0975 -2.2326 -1.4293
N 1.6813 -4.1246 0.3582
C 2.4017 -5.2802 0.8961
H 4.6394 -3.6924 1.1259
H 5.5348 -3.0587 -0.2665
H 4.6233 -4.5675 -0.4659
H 3.6791 -1.9875 -1.0044
H 0.6760 -4.2393 0.2418
H 3.0214 -4.9851 1.7543
H 1.6554 -5.9976 1.2593
H 3.0001 -5.7812 0.1222
```